This record from OMol25 describes a cluster of 8 separate species, C26H35N9O in total at a distorted geometry. The level of theory is ωB97M-V with the def2-TZVPD basis set.

```
71
Properties=species:S:1:pos:R:3:mulliken_charge:R:1
O -2.117 0.419 0.521 -0.336
C -3.502 0.000 0.425 -0.263
C -3.611 -1.632 0.390 -0.523
C -4.257 -2.211 1.742 -0.188
C -3.204 -2.780 2.821 -1.012
C -1.692 -2.309 2.612 0.704
C -1.200 -0.949 3.213 -0.365
C 0.283 -0.573 3.016 -0.609
C 1.304 -1.502 2.244 0.393
N 2.654 -1.021 2.121 -0.607
C 3.471 -1.920 1.375 -0.258
C 2.952 -3.262 0.788 -0.012
N 1.618 -3.761 0.869 -0.562
C 0.819 -2.836 1.628 0.504
C -0.703 -3.221 1.848 -0.546
H -1.797 0.820 -0.325 0.159
H -4.179 0.421 1.252 -0.006
H -3.876 0.371 -0.608 0.294
H -4.381 -1.846 -0.453 0.399
H -2.640 -2.131 0.059 0.288
H -4.934 -3.099 1.444 0.344
H -4.870 -1.383 2.238 -0.073
H -3.532 -2.357 3.851 0.317
H -3.222 -3.923 2.950 0.331
H -1.974 -0.320 3.778 0.302
H 0.677 0.424 3.440 0.302
H 4.565 -1.646 1.219 0.347
H 3.712 -3.905 0.189 0.302
H -1.111 -4.217 1.430 0.255
C -7.615 0.805 2.581 -0.865
C -6.963 1.195 1.328 0.471
N -6.450 1.501 0.343 -0.434
H -8.071 -0.185 2.506 0.276
H -6.905 0.774 3.411 0.268
H -8.407 1.506 2.857 0.336
C 1.474 2.280 -1.840 -0.713
C 0.070 2.640 -1.625 0.486
N -1.034 2.924 -1.455 -0.452
H 1.595 1.631 -2.711 0.297
H 2.095 3.164 -2.007 0.179
H 1.891 1.750 -0.981 0.235
C 4.181 -6.001 -2.968 -0.726
C 4.351 -4.668 -2.383 0.439
N 4.485 -3.621 -1.923 -0.420
H 3.304 -6.511 -2.561 0.288
H 4.053 -5.952 -4.052 0.308
H 5.046 -6.640 -2.773 0.124
C 1.049 6.174 -1.767 -0.577
C 2.412 5.862 -1.328 0.375
N 3.483 5.617 -0.982 -0.460
H 0.376 5.324 -1.629 0.075
H 0.628 7.015 -1.210 0.317
H 1.019 6.441 -2.827 0.268
C 5.296 8.752 -2.426 -0.777
C 3.933 9.054 -2.872 0.356
N 2.861 9.288 -3.221 -0.390
H 5.493 9.162 -1.433 0.254
H 5.472 7.675 -2.375 0.262
H 6.043 9.172 -3.105 0.298
C -3.827 4.899 -0.028 -0.535
C -3.653 6.235 0.551 0.294
N -3.516 7.284 1.007 -0.386
H -4.707 4.395 0.380 0.221
H -3.954 4.944 -1.113 0.264
H -2.965 4.259 0.170 0.133
C 5.814 -9.731 -1.125 -0.805
C 4.450 -9.430 -1.568 0.390
N 3.378 -9.193 -1.916 -0.400
H 6.012 -9.326 -0.130 0.270
H 5.993 -10.808 -1.079 0.299
H 6.560 -9.308 -1.802 0.270
```

Computed properties:
Highest occupied orbital energy = -8.13 eV
Kohn-Sham gap = 7.730 eV
2S+1 = 1
Calculated total energy = -42979.7537 eV
Total charge = 0

---

This record from OMol25 describes a cluster of 2 separate species, C26H35OSi in total at a distorted geometry. The level of theory is ωB97M-V with the def2-TZVPD basis set.

```
63
Properties=species:S:1:pos:R:3:mulliken_charge:R:1
C -0.843 0.656 2.773 -0.952
Si 0.835 1.445 2.682 0.195
C 0.918 3.228 3.202 -0.355
C 2.139 0.483 3.597 -1.075
O 1.213 1.379 1.036 -0.359
C 1.448 2.407 0.167 1.121
C 0.422 3.023 -0.483 -0.834
C 0.620 3.560 -1.859 -1.188
C 1.013 2.497 -2.914 -0.869
C 2.514 2.203 -2.986 -0.708
C 2.975 1.026 -2.110 -0.746
C 3.545 1.397 -0.745 -0.722
C 2.910 2.635 -0.098 -0.810
H -1.295 0.807 3.762 0.313
H -1.527 1.068 2.020 0.246
H -0.757 -0.426 2.593 0.359
H 0.610 3.328 4.251 0.449
H 1.947 3.603 3.107 0.367
H 0.271 3.864 2.590 -0.466
H 2.025 0.646 4.678 0.359
H 2.054 -0.592 3.400 0.315
H 3.146 0.809 3.308 0.299
H -0.598 2.971 -0.102 0.701
H -0.316 4.033 -2.180 0.197
H 1.384 4.353 -1.858 0.404
H 0.458 1.570 -2.722 0.433
H 0.689 2.852 -3.904 0.392
H 2.758 1.954 -4.028 0.340
H 3.084 3.108 -2.751 0.383
H 2.142 0.323 -1.970 0.296
H 3.753 0.476 -2.659 0.441
H 3.423 0.537 -0.071 0.234
H 4.626 1.574 -0.833 0.431
H 3.032 3.524 -0.726 0.400
H 3.421 2.837 0.859 0.370
C -1.650 4.955 0.705 -0.487
C -2.682 4.244 1.420 1.298
C -2.526 3.965 2.807 -0.298
C -3.436 3.162 3.484 -0.722
C -4.619 2.754 2.852 -0.392
C -4.843 3.101 1.511 -0.739
C -3.881 3.809 0.790 -0.294
C -1.899 5.780 -0.401 -0.216
C -1.177 6.954 -0.601 -0.095
C -1.514 7.983 -1.537 0.823
C -0.653 9.104 -1.710 -0.470
C -0.897 10.048 -2.701 -0.570
C -2.034 9.930 -3.518 -0.319
C -2.951 8.890 -3.298 -0.723
C -2.709 7.938 -2.310 -0.264
H -0.694 5.080 1.217 -0.040
H -1.670 4.392 3.335 0.504
H -3.223 2.853 4.511 0.448
H -5.363 2.179 3.407 0.413
H -5.772 2.801 1.024 0.403
H -4.026 4.032 -0.269 0.336
H -2.675 5.489 -1.118 0.211
H -0.294 7.121 0.024 0.376
H 0.214 9.198 -1.054 0.351
H -0.201 10.877 -2.848 0.382
H -2.211 10.652 -4.315 0.393
H -3.855 8.818 -3.906 0.378
H -3.434 7.147 -2.115 0.351
```

Computed properties:
Highest occupied orbital energy = -10.60 eV
Kohn-Sham gap = 5.019 eV
ΔE to the lowest compared entry with this formula, charge and spin = 0.0 kJ/mol
2S+1 = 1
Calculated total energy = -37448.7988 eV
Total charge = +1

---

This record from OMol25 describes a structure of composition C26H36AuN3O4P2 at a distorted geometry. The level of theory is ωB97M-V with the def2-TZVPD basis set.

```
72
Properties=species:S:1:pos:R:3:lowdin_spin:R:1
C 1.134 -1.404 -5.539 0.002
C 1.134 -1.278 -4.149 0.008
N -0.014 -1.173 -3.470 0.060
C -1.194 -1.200 -4.100 0.007
C -1.260 -1.330 -5.488 0.001
C -0.079 -1.436 -6.222 0.000
C 2.454 -1.328 -3.391 0.016
P 2.299 -0.799 -1.653 0.087
Au 0.052 -0.911 -1.062 0.400
P -2.188 -0.599 -1.566 0.104
C -2.478 -1.140 -3.284 0.017
O 2.712 3.923 -5.623 0.101
O -1.319 3.145 -3.493 0.078
H 2.093 -1.484 -6.049 0.000
H -2.247 -1.348 -5.948 0.001
H -0.110 -1.549 -7.305 0.000
C 3.375 -1.877 -0.688 0.000
C 2.901 0.907 -1.600 0.034
H -3.191 -0.448 -3.763 0.003
H -2.952 -2.137 -3.246 0.000
H 3.184 -0.735 -3.867 0.002
H 2.833 -2.366 -3.378 0.001
C -3.319 -1.429 -0.442 0.002
C -2.529 1.166 -1.627 0.035
H 0.894 2.877 -4.215 0.633
H -0.435 3.575 -3.477 0.067
H 3.310 4.292 -4.998 0.003
H 2.006 3.458 -5.065 0.091
H -0.055 -2.596 -0.925 0.125
H -2.061 3.670 -3.052 0.005
H 4.433 -1.637 -0.873 0.000
H 3.145 -1.736 0.378 0.001
H 3.177 -2.924 -0.965 0.001
H 4.002 0.911 -1.646 0.007
H 2.477 1.477 -2.445 0.011
H 2.558 1.373 -0.665 0.001
H -3.564 1.321 -1.970 0.009
H -2.402 1.612 -0.632 0.000
H -1.825 1.651 -2.332 0.003
H -4.283 -1.622 -0.937 0.001
H -2.864 -2.373 -0.109 0.002
H -3.475 -0.790 0.440 0.000
O 0.343 2.193 0.341 0.004
C 0.041 1.309 1.135 0.002
N -0.324 1.474 2.478 0.001
C -0.303 0.216 3.196 0.002
C -0.383 -0.759 2.011 0.009
O -0.754 -1.935 2.058 0.006
N -0.050 -0.061 0.888 0.052
C 1.024 0.106 3.948 0.000
C 2.049 -0.728 3.502 0.000
C 3.303 -0.681 4.128 0.000
C 3.518 0.176 5.210 0.000
C 2.473 0.981 5.682 0.000
C 1.224 0.943 5.054 0.000
C -1.533 0.061 4.064 0.000
C -1.512 -0.714 5.228 0.001
C -2.696 -0.918 5.945 0.000
C -3.894 -0.354 5.496 0.001
C -3.909 0.421 4.329 0.000
C -2.723 0.633 3.616 0.001
H -0.097 2.367 2.901 0.000
H 1.871 -1.437 2.688 0.000
H 4.101 -1.323 3.754 0.000
H 4.495 0.215 5.693 0.000
H 2.618 1.643 6.535 0.000
H 0.399 1.558 5.427 0.000
H -0.571 -1.163 5.557 0.000
H -2.669 -1.526 6.849 0.000
H -4.818 -0.522 6.052 0.000
H -4.834 0.863 3.961 0.000
H -2.717 1.254 2.716 0.000
```

Computed properties:
Highest occupied orbital energy (spin up / spin down) = -5.69 / -6.27 eV
Kohn-Sham gap (spin up / spin down) = 6.264 / 3.651 eV
2S+1 = 3
Calculated total energy = -62472.7776 eV
Total charge = 0

---

This record from OMol25 describes a cluster of 4 separate species, C26H36BN4O10 in total at a distorted geometry. The level of theory is ωB97M-V with the def2-TZVPD basis set.

```
77
Properties=species:S:1:pos:R:3:mulliken_charge:R:1
C 5.784 -4.953 -0.985 -0.735
C 6.171 -3.386 -1.424 -0.262
O 5.412 -3.160 -2.696 -0.388
C 4.197 -2.414 -2.335 -0.391
C 2.999 -2.451 -3.454 0.166
O 2.882 -3.710 -4.205 -0.443
C 2.679 -4.873 -3.328 -0.124
C 1.457 -4.725 -2.244 -0.326
O 0.236 -4.088 -2.765 -0.372
C -0.939 -4.394 -1.906 -0.482
N -1.591 -3.148 -1.314 -0.036
B -0.754 -1.875 -1.546 0.456
C 0.154 -1.297 -0.298 -0.497
O -0.865 -1.256 -2.893 -0.559
H 5.661 -5.536 -2.014 0.183
H 4.792 -4.889 -0.366 0.159
H 6.678 -5.470 -0.416 0.360
H 5.883 -2.634 -0.575 0.236
H 7.332 -3.351 -1.565 0.347
H 4.531 -1.272 -2.231 0.251
H 3.798 -2.714 -1.264 0.165
H 1.985 -2.082 -2.960 -0.296
H 3.266 -1.611 -4.259 0.428
H 2.373 -5.775 -4.047 0.388
H 3.630 -5.236 -2.752 -0.074
H 1.152 -5.835 -1.933 0.420
H 1.828 -4.085 -1.317 0.156
H -1.774 -4.977 -2.526 0.300
H -0.664 -5.085 -0.977 0.395
H -2.534 -2.988 -1.741 0.296
H -1.726 -3.229 -0.283 0.371
H 1.283 -1.675 -0.319 0.142
H -0.339 -1.491 0.763 0.317
H 0.202 -0.113 -0.441 0.092
H 0.020 -1.229 -3.363 0.359
C -4.910 -1.676 -3.957 -0.637
C -6.205 -2.162 -4.144 -0.361
C -7.250 -1.694 -3.345 -0.361
C -6.987 -0.731 -2.362 0.017
C -5.687 -0.246 -2.167 -0.329
C -4.649 -0.724 -2.970 -0.539
N -8.086 -0.216 -1.536 0.962
O -9.219 -0.683 -1.726 -0.566
O -7.820 0.659 -0.700 -0.571
H -4.099 -2.039 -4.586 0.452
H -6.400 -2.905 -4.914 0.389
H -8.254 -2.083 -3.503 0.446
H -5.468 0.498 -1.404 0.440
H -3.637 -0.352 -2.828 0.648
C 2.524 5.588 1.224 -0.583
C 2.978 4.865 0.121 -0.477
C 2.589 3.535 -0.053 -0.281
C 1.736 2.939 0.886 0.145
C 1.284 3.661 1.999 -0.374
C 1.683 4.989 2.163 -0.166
N 1.303 1.549 0.695 1.064
O 1.740 0.939 -0.291 -0.639
O 0.523 1.068 1.529 -0.581
H 2.825 6.626 1.352 0.409
H 3.635 5.338 -0.606 0.374
H 2.952 2.985 -0.918 0.412
H 0.626 3.209 2.738 0.465
H 1.335 5.558 3.022 0.234
C -1.419 4.673 8.203 -0.383
C -0.905 5.970 8.262 -0.463
C -0.605 6.657 7.084 -0.322
C -0.829 6.036 5.848 0.120
C -1.338 4.732 5.787 -0.210
C -1.631 4.053 6.971 -0.491
N -0.540 6.763 4.606 0.970
O -0.073 7.908 4.702 -0.583
O -0.783 6.192 3.533 -0.584
H -1.656 4.143 9.124 0.369
H -0.741 6.446 9.226 0.368
H -0.206 7.667 7.147 0.436
H -1.512 4.235 4.834 0.416
H -2.029 3.041 6.934 0.363
```

Computed properties:
Highest occupied orbital energy = -11.69 eV
Kohn-Sham gap = 8.423 eV
2S+1 = 1
Calculated total energy = -54638.6797 eV
Total charge = +1